1.
{
  "formula": "C32H29BCl40F17O5Si",
  "method": "the ωB97M-V functional and the def2-TZVPD basis",
  "symbols": ["Cl", "Cl", "Cl", "Cl", "Cl", "Cl", "Cl", "Cl", "Cl", "Cl", "Cl", "Cl", "Cl", "Cl", "Cl", "Cl", "Cl", "Cl", "Cl", "Cl", "Cl", "Cl", "Cl", "Cl", "Cl", "Cl", "Cl", "Cl", "Cl", "Cl", "Cl", "Cl", "Cl", "Cl", "Cl", "Cl", "Cl", "Cl", "Cl", "Cl", "Si", "F", "F", "F", "F", "F", "F", "F", "F", "F", "F", "F", "F", "F", "F", "F", "F", "F", "O", "O", "O", "O", "O", "C", "C", "C", "C", "C", "C", "C", "C", "C", "C", "C", "C", "C", "C", "C", "C", "C", "C", "C", "C", "C", "C", "C", "C", "C", "C", "C", "C", "C", "C", "C", "C", "B", "H", "H", "H", "H", "H", "H", "H", "H", "H", "H", "H", "H", "H", "H", "H", "H", "H", "H", "H", "H", "H", "H", "H", "H", "H", "H", "H", "H", "H"],
  "xyz": [[1.56400, -13.27287, 2.35443], [-6.53838, 3.30768, 2.23812], [-3.56519, 3.28275, 2.00821], [6.16932, -4.76148, 1.89188], [-7.45522, 7.43526, -0.93227], [2.90499, -10.22715, 2.58177], [-1.55106, -15.18501, -4.06110], [2.35143, -15.49681, 0.69578], [1.53603, -15.96661, 3.42158], [-3.19526, -6.79521, 1.20471], [-8.25918, 6.38827, 2.86748], [2.68294, -13.33056, 5.35342], [-7.22574, 7.03592, -3.78450], [-9.23915, 7.74590, 5.21752], [-1.84078, -4.74238, 2.71366], [5.42268, -10.33741, 1.16211], [8.77984, -4.25833, 3.01091], [-10.35649, 8.35837, 2.62514], [2.94995, -10.00524, -0.29504], [-4.25973, -1.74246, 4.30494], [-1.46699, -1.50680, 3.60019], [4.19027, -11.18218, 6.56731], [-2.57160, 0.14630, 5.69732], [-5.35036, 4.50076, -0.10101], [-0.93044, -7.48062, 2.85850], [-3.43381, -6.72071, 4.08200], [-3.28055, 0.60976, 2.93152], [0.04319, -14.83396, -1.67799], [-5.06758, 5.78859, 2.43640], [3.95768, -7.85293, 1.33863], [-2.32232, -16.48056, -1.59746], [-4.87900, 6.89706, -2.11536], [-7.66343, 9.17915, 3.26755], [-2.56334, -13.61536, -1.85893], [7.55067, -6.85421, 3.32905], [-6.17147, 9.43729, -2.57317], [5.32045, -13.83651, 6.41064], [-0.42076, -15.16340, 1.46062], [4.99347, -12.25016, 4.01546], [8.49925, -6.01172, 0.73353], [-3.59424, 2.43723, -1.66476], [4.00686, 0.92884, -2.28362], [3.03545, -3.65068, 3.80669], [2.18112, 0.61645, -3.40167], [3.04276, -5.58957, 1.57426], [4.36715, -3.29250, 1.43072], [4.22670, -1.12820, -0.38911], [1.17127, -4.71029, 1.00254], [0.68261, 0.74853, -1.50919], [2.94776, -1.40662, 2.10691], [0.96719, -3.32759, 3.24810], [1.16536, -2.00931, 0.93330], [3.65836, 1.12561, 0.40474], [2.35066, -1.43800, -1.38392], [1.67168, 0.65199, 1.05278], [1.68112, -5.30824, 3.70102], [1.57578, 2.49780, -0.67424], [3.32129, -3.80069, -0.38330], [1.34300, 9.17758, -0.13554], [-2.47120, 3.66410, -1.67676], [2.79249, 10.62478, 0.79255], [0.37615, 5.37756, -4.32480], [0.75554, 4.92916, -2.09331], [1.90833, 9.02389, -1.47142], [-3.96101, 2.10694, 0.17985], [2.98800, 7.94784, -1.50168], [4.29800, -12.64969, 5.58680], [1.14724, 6.40309, -3.84274], [2.73936, 1.44014, -2.47281], [2.88591, -0.98838, -0.24161], [-2.89820, -0.62259, 4.13944], [3.13168, -3.35715, 0.86310], [3.81001, -9.60167, 1.19560], [2.32506, -4.44445, 1.62974], [-2.34872, -6.43275, 2.71449], [0.60214, 11.46338, 0.30414], [2.52427, 0.51488, 0.00972], [-0.85941, 3.36271, -3.51819], [7.74732, -5.46986, 2.24081], [1.14177, 6.28611, -2.26485], [-5.20279, 2.92341, -2.62540], [1.77772, 3.32351, -3.99845], [-5.14888, 4.22744, 1.62772], [-8.87929, 7.91522, 3.49338], [2.51215, -1.91851, 0.94887], [1.69716, 10.40584, 0.36503], [2.00819, -4.14090, 3.12399], [-2.09971, 4.12164, -2.99086], [-3.03085, 0.81151, -2.42821], [-6.42728, 7.69912, -2.35109], [2.46940, 6.48281, -1.53491], [-1.59628, -15.02745, -2.30036], [1.87470, 1.28631, -1.17594], [2.88242, 2.85360, -3.01693], [1.25721, -14.97365, 1.98486], [0.52488, 4.21338, -3.33509], [1.11920, 8.90457, -2.21699], [0.31396, 11.72121, 1.32429], [-5.02229, 3.83079, -3.20976], [1.01322, 12.33896, -0.20741], [-0.23666, 11.11260, -0.29913], [3.03833, 3.59902, -2.23091], [2.27443, 3.99348, -4.71462], [-2.91939, 4.00865, -3.71956], [-0.97277, 3.20339, -4.60266], [-2.19923, 0.33631, -1.89610], [-3.19846, 1.45923, 0.60701], [1.34701, 2.51367, -4.59663], [3.82970, 2.83719, -3.57595], [0.75184, 7.41917, -4.03133], [2.21183, 6.41619, -4.15526], [2.38924, 6.12482, -0.50199], [-1.80581, 5.17885, -2.96461], [-5.42254, 2.09518, -3.31263], [3.24607, 5.85324, -1.99157], [-4.10347, 3.11213, 0.76335], [-0.74619, 2.36187, -3.07793], [-6.00171, 3.06892, -1.92148], [-3.86678, 0.09643, -2.38109], [-2.76581, 0.94660, -3.48327], [3.55618, 8.06576, -0.56999], [-4.91611, 1.55296, 0.18730], [3.70632, 8.13593, -2.30830], [0.36650, 6.84693, -1.71586], [2.40910, 9.97471, -1.71021]],
  "largest_force_ev_per_a": 11.65,
  "energy_ev": -599535.9077,
  "total_charge": -1,
  "homo_lumo_gap_ev": 5.700,
  "homo_ev": -4.71
}

=====

2.
{
  "formula": "C18H21CrNO5Si",
  "method": "the ωB97M-V functional and the def2-TZVPD basis",
  "symbols": ["Cr", "Si", "O", "O", "O", "O", "O", "N", "C", "C", "C", "C", "C", "C", "C", "C", "C", "C", "C", "C", "C", "C", "C", "C", "C", "C", "H", "H", "H", "H", "H", "H", "H", "H", "H", "H", "H", "H", "H", "H", "H", "H", "H", "H", "H", "H", "H"],
  "xyz": [[0.00909, 0.51854, -1.31711], [0.01598, -4.51276, -1.68454], [-3.46391, 2.58661, -1.65719], [0.05571, 6.55349, -1.69004], [1.95356, 0.91867, -1.61504], [-1.94325, 0.91793, -1.60138], [3.48062, 2.57918, -1.68579], [0.00874, 2.50821, -1.57332], [1.17247, 3.13772, -1.60708], [-1.25864, -5.11254, -2.91785], [-1.20620, 4.50800, -1.63867], [-1.15456, 3.13231, -1.59805], [0.00989, -2.70684, -1.60035], [-1.41554, 0.93784, 3.83623], [0.00811, -1.48966, -1.48593], [0.02727, 0.88562, 3.31700], [0.01245, 0.65343, 0.64272], [0.76827, 2.16146, 3.73783], [2.34391, 2.15027, -1.63211], [0.73888, -0.33653, 3.91288], [-2.32866, 2.14912, -1.61479], [1.70132, -5.13473, -2.21034], [0.00767, 5.19716, -1.65315], [1.22384, 4.51284, -1.64808], [-0.39025, -5.22531, -0.00214], [0.01872, 0.77815, 1.84926], [0.78802, 2.24646, 4.82835], [-1.42274, 1.00847, 4.92797], [-1.04612, -4.72239, -3.91528], [-1.26938, -6.20495, -2.97035], [1.79451, 2.14681, 3.36898], [0.27376, 3.04358, 3.32830], [-1.93958, 1.80203, 3.42582], [2.46518, -4.80695, -1.50234], [0.74745, -0.27446, 5.00512], [-0.84185, 6.90036, -1.68807], [1.76791, -0.39094, 3.55589], [-0.39207, -6.31873, -0.02564], [2.17186, 5.02983, -1.67838], [-1.37259, -4.88446, 0.33088], [0.34266, -4.89638, 0.73738], [1.71994, -6.22725, -2.25813], [-2.25585, -4.77104, -2.63299], [1.97039, -4.74205, -3.19294], [-2.16719, 5.00712, -1.66284], [0.23094, -1.25490, 3.61667], [-1.96074, 0.04165, 3.53865]],
  "largest_force_ev_per_a": 0.21,
  "energy_ev": -67036.2301,
  "multiplicity": 4,
  "total_charge": -1,
  "homo_lumo_gap_ev": [8.120, 8.313],
  "homo_ev": [-5.79, -5.98]
}

=====

3.
{
  "formula": "C4H8N2O",
  "method": "the ωB97M-V functional and the def2-TZVPD basis",
  "symbols": ["O", "N", "N", "C", "C", "C", "C", "H", "H", "H", "H", "H", "H", "H", "H"],
  "xyz": [[1.94181, -0.96845, 0.54728], [0.09927, 1.28754, -0.70051], [1.23261, -0.52825, -2.45027], [0.69889, -0.33399, -1.42044], [-0.14879, 0.23528, 0.67290], [-1.62470, 0.01252, 0.85693], [0.63349, -0.86781, 0.03320], [-1.78718, -0.73122, 1.64114], [0.10539, -1.83176, 0.05312], [0.35970, 0.67863, 1.53289], [-2.12766, 0.93530, 1.14159], [-2.07700, -0.35944, -0.06212], [2.51954, -1.21950, -0.18996], [0.91368, 1.89897, -0.67761], [-0.73905, 1.79218, -0.97814]],
  "largest_force_ev_per_a": 3.51,
  "energy_ev": -9302.7392,
  "homo_lumo_gap_ev": 9.189,
  "homo_ev": -8.45
}